{"formula": "C35H54BN2O15", "method": "ωB97M-V/def2-TZVPD", "species": ["C", "C", "O", "C", "N", "C", "O", "C", "O", "C", "C", "C", "C", "C", "C", "C", "N", "C", "C", "B", "O", "O", "C", "H", "H", "H", "H", "H", "H", "H", "H", "H", "H", "H", "H", "H", "H", "H", "H", "H", "H", "H", "H", "H", "H", "H", "H", "O", "C", "O", "C", "C", "C", "H", "H", "H", "H", "H", "H", "O", "C", "O", "C", "C", "C", "H", "H", "H", "H", "H", "H", "O", "C", "O", "C", "C", "C", "H", "H", "H", "H", "H", "H", "O", "C", "O", "C", "C", "C", "H", "H", "H", "H", "H", "H", "O", "C", "O", "C", "C", "C", "H", "H", "H", "H", "H", "H"], "xyz": [[-5.40106, 0.86001, 1.19401], [-6.62959, 1.94482, 1.24059], [-6.22837, 3.28600, 0.78849], [-5.82468, 3.29028, -0.63702], [-4.33069, 3.27810, -0.86824], [-3.70171, 4.64848, -0.76673], [-4.16098, 5.46996, 0.36277], [-3.04719, 6.07553, 1.10891], [-2.39135, 7.15739, 0.63033], [-2.59633, 5.41795, 2.54763], [-2.51077, 6.23028, 3.97073], [-2.00397, 5.43206, 5.34881], [-1.57423, 3.82278, 5.27793], [-1.66716, 2.97908, 3.84922], [-2.18910, 3.81393, 2.53139], [-4.01039, 5.48724, -2.14040], [-3.20703, 4.87408, -3.26478], [-2.99852, 3.38020, -3.17110], [-4.03546, 2.58741, -2.18099], [-3.37531, 1.06099, -1.95943], [-3.33994, 0.18718, -3.15457], [-2.80468, 0.57745, -0.68641], [-1.40106, 1.05855, -0.51565], [-5.49973, 0.22723, 0.21346], [-5.48038, 0.11275, 2.10712], [-4.34396, 1.39720, 1.25879], [-6.92569, 2.06085, 2.39136], [-7.61844, 1.55379, 0.70943], [-6.39342, 2.36338, -1.12954], [-6.31105, 4.24651, -1.15792], [-2.52212, 4.51644, -0.66152], [-2.82499, 7.37660, 4.00033], [-1.92366, 6.01963, 6.38305], [-1.20331, 3.27641, 6.24679], [-1.35164, 1.83192, 3.78261], [-2.27661, 3.21863, 1.50488], [-5.14956, 5.63531, -2.37546], [-3.55904, 6.57942, -1.97076], [-3.62174, 5.19679, -4.17884], [-2.23795, 5.31288, -3.22159], [-3.19325, 2.95058, -4.26787], [-1.85117, 3.12909, -2.95696], [-5.02193, 2.38967, -2.82358], [-3.06292, -0.73298, -2.86297], [-0.60388, 0.19387, -0.59026], [-1.34475, 1.45656, 0.59786], [-1.17620, 1.94910, -1.24055], [1.15052, 1.04544, -2.53230], [1.73738, 0.05557, -2.12742], [1.75098, -0.35212, -0.82443], [2.61979, -1.47643, -0.69458], [2.71211, -2.06942, -2.07616], [2.57957, -0.85857, -2.96481], [3.59020, -1.12732, -0.32635], [2.20106, -2.18471, 0.02626], [3.63315, -2.63471, -2.24134], [1.86512, -2.74494, -2.24731], [3.54641, -0.38293, -3.15137], [2.08029, -1.10371, -3.90505], [4.47039, 1.88921, 0.63555], [3.56675, 2.70798, 0.60032], [3.36445, 3.67234, 1.54544], [2.16095, 4.37737, 1.24495], [1.92682, 4.15554, -0.22641], [2.49755, 2.77758, -0.44759], [1.35325, 3.96804, 1.86077], [2.28558, 5.43778, 1.48293], [0.87573, 4.24506, -0.51337], [2.49993, 4.88800, -0.80785], [1.75792, 1.99523, -0.25609], [2.92024, 2.67453, -1.44965], [4.99683, -4.12360, -1.19648], [6.11665, -3.70967, -1.44714], [6.38186, -2.66894, -2.29019], [7.79473, -2.53003, -2.43266], [8.38413, -3.18824, -1.21270], [7.39501, -4.28807, -0.92042], [8.10241, -3.02325, -3.36069], [8.05697, -1.46963, -2.49100], [9.40482, -3.54762, -1.36820], [8.39932, -2.47675, -0.37809], [7.62807, -5.20242, -1.47310], [7.32452, -4.48995, 0.15088], [1.80212, -3.60554, 1.31039], [2.38898, -4.59541, 1.71527], [2.40258, -5.00310, 3.01826], [3.27139, -6.12741, 3.14811], [3.36371, -6.72039, 1.76653], [3.23117, -5.50955, 0.87788], [4.24180, -5.77830, 3.51635], [2.85266, -6.83569, 3.86896], [4.28474, -7.28569, 1.60135], [2.51672, -7.39592, 1.59538], [4.19801, -5.03390, 0.69132], [2.73189, -5.75469, -0.06235], [0.64174, -6.88565, -0.20893], [-0.51785, -6.55644, -0.02140], [-1.50879, -6.66267, -0.95463], [-2.70583, -6.08637, -0.43429], [-2.54156, -6.11214, 1.06280], [-1.05364, -5.93917, 1.23482], [-2.80141, -5.06768, -0.82453], [-3.56954, -6.67327, -0.76012], [-3.13292, -5.34786, 1.57399], [-2.84483, -7.09152, 1.45250], [-0.76739, -4.88420, 1.26495], [-0.68823, -6.46542, 2.11967]], "charge": 1, "spin_multiplicity": 1, "e_tot_ev": -71522.596}

***

{"formula": "C16H17BiN4O3S5", "method": "ωB97M-V/def2-TZVPD", "species": ["Bi", "N", "C", "C", "O", "N", "C", "C", "O", "O", "H", "H", "H", "H", "H", "H", "C", "C", "S", "C", "C", "S", "H", "H", "H", "H", "H", "H", "S", "C", "S", "C", "N", "N", "C", "C", "C", "C", "C", "C", "S", "H", "H", "H", "H", "H"], "xyz": [[3.20438, 0.48811, 0.85271], [3.06465, 1.01903, -1.54599], [3.85207, 0.05313, -2.31969], [5.19689, -0.16233, -1.62302], [6.22233, -0.29574, -2.30256], [5.08350, -0.14617, -0.29470], [6.26972, 0.10846, 0.50301], [6.23827, 1.53078, 1.12499], [7.29913, 1.97407, 1.57432], [5.09465, 2.11076, 1.14133], [2.07561, 1.03875, -1.77691], [3.43949, 1.95929, -1.62843], [4.04721, 0.37618, -3.34083], [3.29942, -0.88631, -2.34003], [7.17271, 0.01534, -0.09654], [6.34024, -0.60384, 1.33147], [-1.34475, 1.73916, 1.79069], [-0.17658, 0.94309, 1.23631], [1.06117, 2.11028, 0.57717], [0.33770, -1.35372, 0.96204], [-0.28748, -2.70105, 1.27718], [1.91217, -1.64825, 0.06786], [-0.98129, 2.47364, 2.51223], [-2.07076, 1.07456, 2.25580], [-1.83476, 2.27110, 0.96983], [-1.25303, -2.56349, 1.75862], [0.39044, -3.26643, 1.92205], [-0.43369, -3.25943, 0.34934], [-2.67402, 0.62558, -3.28152], [-2.11290, 0.13028, -1.76525], [-0.40089, -0.02167, -1.49821], [-0.63710, -0.29512, 0.30033], [-1.98505, -0.67103, 0.44810], [-2.74399, -0.22464, -0.63610], [-4.14620, -0.26321, -0.41932], [-4.60246, -0.51989, 0.88297], [-5.95992, -0.56901, 1.15852], [-6.90135, -0.37296, 0.15592], [-6.45118, -0.13301, -1.13352], [-5.09487, -0.07933, -1.42899], [0.52925, -0.27198, 2.45163], [-3.86394, -0.68012, 1.65139], [-6.28378, -0.76567, 2.17472], [-7.96238, -0.40978, 0.37685], [-7.16327, 0.01579, -1.93760], [-4.76540, 0.10679, -2.43817]], "charge": -2, "de_lowest_kj_mol": 118.62, "spin_multiplicity": 1, "e_tot_ev": -88989.447}